The following is a DFT calculation (ωB97M-V/def2-TZVPD) of the molecule C16H17Cl2NO.

- orbital gap (eV) = 9.14
- max |F| (eV/A) = 0.42
- LUMO (eV) = 0.73
- electronic energy (eV) = -45450.37909

ORCA input file:
```
! RIJCOSX wB97M-V def2-TZVPD def2/J DEFGRID3
* xyz 0 1
C -4.3334 -3.2680 0.8833
H -4.6303 -2.9421 1.8856
O -4.4118 -2.2165 -0.0469
C -3.6367 -1.1127 0.1512
C -3.7666 -0.0999 -0.8007
C -3.0267 1.0569 -0.6929
C -2.1407 1.2450 0.3645
C -2.0155 0.2335 1.3036
C -2.7527 -0.9359 1.2085
H -2.6267 -1.6964 1.9632
H -1.3335 0.3571 2.1330
C -1.2819 2.4844 0.4227
N -0.1388 2.4395 -0.4800
H -0.4697 2.3061 -1.4321
C 0.8296 1.4115 -0.1560
C 2.0357 1.5234 -1.0980
C 3.0872 0.5197 -0.7364
C 3.1453 -0.7106 -1.3809
C 4.0854 -1.6683 -1.0483
C 4.9975 -1.3955 -0.0420
C 4.9698 -0.1833 0.6269
C 4.0145 0.7571 0.2764
Cl 4.0033 2.2569 1.1331
H 5.6800 0.0275 1.4103
Cl 6.1839 -2.5726 0.3884
H 4.1134 -2.6151 -1.5635
H 2.4350 -0.9204 -2.1666
H 2.4315 2.5368 -1.0259
H 1.7031 1.3546 -2.1238
H 1.1574 1.5812 0.8736
H 0.4166 0.3889 -0.2147
H -1.8724 3.3628 0.1467
H -0.8952 2.6312 1.4348
H -3.1404 1.8330 -1.4371
H -4.4587 -0.2477 -1.6147
H -5.0313 -4.0260 0.5309
H -3.3262 -3.6960 0.9239
*
```

Results of the natural (NBO) charge analysis, in e, for atoms 1 through 6: -0.253, 0.176, -0.512, 0.378, -0.278, -0.187